A 2-piece molecular cluster, C3H10NO overall in a non-equilibrium geometry. Source: OMol25; level of theory: the ωB97M-V functional and the def2-TZVPD basis.

Each atom is followed by the atoms it is bonded to, with distances in Å.
Atoms and positions in Å:
1 C 1.0254 -1.6164 -2.3149  O2 1.432, H3 1.094, H4 1.096, H5 1.100
2 O 0.9314 -0.7567 -1.1733  C1 1.432, H6 0.966
3 H 2.0072 -1.5745 -2.7962  C1 1.094
4 H 0.6911 -2.6279 -2.0590  C1 1.096
5 H 0.1789 -1.2731 -2.9276  C1 1.100
6 H 1.6127 -0.8172 -0.4908  O2 0.966
7 C -0.6377 0.4081 1.3602  C8 1.343, N9 1.440, H10 1.095
8 C -0.8907 0.6792 2.6508  C7 1.343, H11 1.083, H12 1.096
9 N -0.5299 1.4067 0.3287  C7 1.440, H13 1.025, H14 1.028, H15 1.048
10 H -0.5708 -0.6465 1.0747  C7 1.095
11 H -1.6095 0.1303 3.2463  C8 1.083
12 H -0.7443 1.7299 2.9261  C8 1.096
13 H -1.3579 1.6870 -0.2069  N9 1.025
14 H -0.1974 2.2572 0.8006  N9 1.028
15 H 0.0915 1.0139 -0.4188  N9 1.048

Summary:
M	76.12	u
gap between HOMO and LUMO	10.625	eV
F_max	3.520	eV Å⁻¹
LUMO energy	-0.1446	hartree
total charge	+1
spin multiplicity	1
HOMO energy	-14.56	eV
calculated total energy	-249.97021	Eh